89
Properties=species:S:1:pos:R:3 method="wB97M-V/def2-TZVPD" total_charge=0 max_force_ha_per_bohr=0.0285 total_energy_ev=-153496.270
C -1.8436 4.2647 -2.1203
C -1.1924 3.2704 -2.0280
C -0.4151 2.0646 -1.9748
C -0.6755 1.0414 -0.8530
C -2.0794 0.3499 -1.0551
I -3.7885 1.6549 -0.6401
C -2.4363 -0.3344 -2.3747
C -2.5318 -1.8512 -2.2649
C -0.6209 1.6392 0.5781
C 0.2336 2.8905 0.9240
C 0.9462 3.8324 -0.0251
N 0.5977 5.0293 -0.2627
C -0.6489 0.5239 1.7488
C -0.0594 1.0636 3.0674
C -0.3969 0.5508 4.4828
C -0.2214 -0.8629 5.0347
C -1.2422 -1.8916 4.6555
O -1.0662 -3.0273 5.4706
C -1.0944 -4.2714 4.8069
B -2.1692 0.2524 2.1686
N -3.0138 1.2329 2.7282
O -2.6026 -1.0331 1.9027
N -0.0600 -0.8593 1.3607
Br 1.5185 -1.4507 2.3248
C 0.1868 -1.1973 -0.0963
C 0.4986 -0.0165 -0.9791
C 1.0901 -0.4477 -2.3514
C 0.3750 -1.0702 -3.5503
C 1.4459 -1.6412 -4.5002
C 1.3923 -3.1565 -4.6080
N 2.6400 -3.7267 -5.0683
C 2.8744 -4.2731 -6.2933
C 4.1438 -4.7001 -6.3271
C 4.7188 -4.4066 -5.0842
C 3.7793 -3.8085 -4.3295
P 2.1235 0.6114 -0.2808
O 3.1346 -0.4607 -0.3392
H -2.3290 5.2025 -2.1480
H -0.5400 1.5658 -2.9289
H 0.6299 2.3547 -1.9692
H -2.2478 -0.3956 -0.3009
H -3.4483 -0.0733 -2.6388
H -1.8761 -0.0122 -3.2360
H -2.8045 -2.2575 -3.2305
H -3.3330 -2.0992 -1.5806
H -1.6224 -2.3440 -1.9556
H -1.6124 2.0496 0.6502
H -0.3755 3.5430 1.5146
H 1.0179 2.6375 1.6198
H 1.8916 3.5291 -0.4600
H -0.2825 5.2140 0.2210
H 0.9962 1.2709 2.9781
H -0.4795 2.0510 3.1035
H -1.3485 0.9378 4.8224
H 0.2886 1.1292 5.0893
H -0.3313 -0.7588 6.1093
H 0.7735 -1.2637 4.9329
H -2.2383 -1.4749 4.8352
H -1.2174 -2.1782 3.6028
H -2.1152 -4.5949 4.6150
H -0.5313 -4.2364 3.8761
H -0.6222 -4.9938 5.4551
H -3.4102 1.0451 3.6402
H -2.7037 2.1967 2.6784
H -3.2717 -1.3312 2.5379
H -0.7350 -1.5463 1.7040
H -0.6621 -1.7584 -0.4501
H 1.0133 -1.8915 -0.1469
H 1.8655 -1.1568 -2.0906
H 1.6452 0.3942 -2.7497
H -0.1355 -0.3169 -4.1253
H -0.2838 -1.8820 -3.3016
H 1.3136 -1.2304 -5.4923
H 2.4425 -1.3472 -4.1965
H 0.6526 -3.4362 -5.3484
H 1.1407 -3.6121 -3.6543
H 2.1286 -4.3135 -7.0611
H 4.6321 -5.1732 -7.1530
H 5.7174 -4.6187 -4.7601
H 3.8513 -3.4292 -3.3299
H 2.4646 1.7132 -1.0682
H 1.9256 0.9950 1.0447
F 0.3889 5.9925 5.3915
P 0.1045 5.7541 3.7997
F 0.8481 6.7208 2.7114
F -0.9314 5.3801 2.5124
F -0.4542 4.2385 4.2708
F 1.5833 5.0148 3.7861
F -0.9134 7.0106 4.0265

---

55
Properties=species:S:1:pos:R:3 method="wB97M-V/def2-TZVPD" total_charge=+1 multiplicity=2 max_force_ha_per_bohr=0.0517 de_lowest_ev=1.319 total_energy_ev=-59848.845
C 1.2375 2.0338 1.4229
C 0.2086 2.3930 0.4867
C -1.0480 2.3922 1.1699
H 0.3659 2.6746 -0.5538
C -0.8015 2.0577 2.5453
C 0.6126 1.8370 2.7046
H 1.1337 1.6541 3.6461
H 2.3085 2.0185 1.2241
H -2.0111 2.6530 0.7349
H -1.5372 2.0717 3.3476
Ti -0.1697 0.3155 1.3614
C -1.3662 -1.9555 -2.7810
H -2.4442 -2.0038 -2.5109
H -0.9869 -2.9727 -2.6500
H -1.2482 -1.7551 -3.8667
Si -0.4407 -0.8314 -1.6112
C 1.3912 -0.6552 -1.9583
C 2.1268 0.5374 -1.9646
H 1.6536 1.4783 -1.6659
C 3.4565 0.5343 -2.4044
H 4.0174 1.4764 -2.4294
C 4.0498 -0.6671 -2.8186
H 5.0785 -0.6672 -3.1755
C 3.3429 -1.8740 -2.7395
H 3.8124 -2.8235 -3.0166
C 2.0161 -1.8608 -2.2983
H 1.4551 -2.7934 -2.2307
C -1.3005 0.8054 -2.2023
C -0.8892 1.5304 -3.3421
H 0.0815 1.3344 -3.8059
C -1.6986 2.5408 -3.9062
H -1.3412 3.1146 -4.7722
C -2.9643 2.8229 -3.3812
H -3.6363 3.5405 -3.8729
C -3.3779 2.1307 -2.2383
H -4.3441 2.3675 -1.7753
C -2.5683 1.1275 -1.6837
H -2.9439 0.5956 -0.8021
H -0.9872 -0.4520 -0.0262
H -0.1304 -1.7511 -0.4377
O 1.4598 -0.8529 1.4296
C 1.4103 -2.0330 2.2909
C 0.2984 -1.8219 3.2711
C 0.2412 -2.5542 4.4592
C -0.7591 -2.2327 5.3857
C -1.7115 -1.2677 5.0593
C -1.6380 -0.6157 3.8346
N -0.6175 -0.8650 2.9600
H 2.2678 -0.7926 0.8790
H 1.2415 -2.9175 1.6563
H 2.3647 -2.0986 2.8288
H 1.0241 -3.2989 4.6223
H -0.8003 -2.7647 6.3352
H -2.5081 -0.9735 5.7589
H -2.3860 0.1140 3.5073

---

15
Properties=species:S:1:pos:R:3 method="wB97M-V/def2-TZVPD" total_charge=0 max_force_ha_per_bohr=0.0777 de_lowest_ev=7.430 total_energy_ev=-9298.963
C -1.0089 -1.9104 0.1300
C -0.7597 -0.6197 0.3414
C 1.3324 1.0368 -1.2668
C -0.6665 0.7209 -0.1123
N -0.9412 -2.2500 1.5314
N -0.7271 -0.7522 1.8321
O -0.7502 1.7376 0.8095
H -1.0541 -2.6063 -0.7150
H 1.2492 2.0127 -1.8509
H 1.0972 0.0890 -1.7804
H 2.0299 1.0774 -0.3748
H -1.0500 0.9091 -1.0958
H -1.2453 -2.8976 2.2189
H 0.2022 -0.5952 2.2015
H -0.8727 1.3070 1.6879

---

23
Properties=species:S:1:pos:R:3 method="wB97M-V/def2-TZVPD" total_charge=0 max_force_ha_per_bohr=0.1015 de_lowest_ev=0.455 total_energy_ev=-24403.757
O -1.6538 1.5671 2.4281
O -3.3702 1.6587 1.1972
O -0.5130 2.1633 -1.9308
C -2.5427 0.6411 2.9258
C -3.6635 0.7811 2.2171
C -2.1398 2.1128 1.3305
H -2.2268 0.0020 3.7412
H -4.7044 0.5482 2.4065
O 2.9974 -4.4442 0.5044
C 2.5811 -3.3029 0.7602
O 2.5440 -2.6969 1.8444
O 2.1795 -2.5977 -0.3743
O 1.0215 0.6315 -1.3835
C 0.3551 1.2888 -2.2935
O 0.4071 0.7357 -3.4812
C 1.3860 -0.7479 -1.5685
C 1.7924 -1.2577 -0.1995
H -0.0140 1.3071 -4.1373
H 2.2132 -0.7879 -2.2871
H 0.5433 -1.3314 -1.9591
H 0.9412 -1.1743 0.4940
H 2.6172 -0.6539 0.2083
Rb -0.7509 5.5574 -0.4430

---

39
Properties=species:S:1:pos:R:3 method="wB97M-V/def2-TZVPD" total_charge=0 max_force_ha_per_bohr=0.0822 de_lowest_ev=7.305 total_energy_ev=-27034.642
H -1.0022 0.3517 1.2001
H 0.2214 0.1079 0.3320
H -1.8721 6.2842 -0.6440
H -1.4629 4.9365 -0.0729
H 0.8827 -3.8874 0.7974
H -0.0884 -5.0484 0.6595
H 2.6169 -2.3114 0.7358
H 2.1398 -2.7758 -0.6305
H -1.3978 -2.9144 0.1672
H -1.8664 -1.4688 0.1393
H -4.3046 -0.5476 2.5175
H -3.1352 0.4233 2.5054
H -5.2529 1.7096 -1.0006
H -3.7963 2.1393 -0.9400
H 0.1273 -1.7861 -1.5751
H -0.0696 -2.7926 -2.6968
H 4.0202 0.1740 -2.5520
H 2.5263 -0.1031 -2.5890
H 4.1649 3.1808 0.9347
H 2.8231 2.9208 1.5995
H 2.3675 1.5002 -1.5135
H 3.7822 1.2551 -1.0149
H 4.2799 -0.1438 2.8015
H 3.5722 0.2340 1.5106
H -4.4762 -1.7102 -0.7907
H -4.2887 -1.0342 0.5576
O -0.4462 0.7728 0.5349
O -1.8763 5.3413 -0.8437
O -0.0456 -4.1195 0.9131
O 2.5206 -2.0156 -0.1765
O -1.3409 -2.1071 -0.3562
O -4.0951 0.3907 2.5867
O -4.3725 1.4552 -1.2991
O -0.0214 -2.7246 -1.7366
O 3.2810 -0.0838 -1.9898
O 3.2370 3.0141 0.7341
O 2.9468 1.6630 -0.7606
O 3.8823 0.6056 2.3441
O -4.1805 -0.8857 -0.3885

---

32
Properties=species:S:1:pos:R:3 method="wB97M-V/def2-TZVPD" total_charge=+1 max_force_ha_per_bohr=0.0201 de_lowest_ev=2.232 total_energy_ev=-154494.291
Ir -0.1831 -0.0093 -0.0219
Cl 2.3168 0.2897 -0.0447
C 1.7017 1.9238 -0.0324
C 0.3050 1.9677 -0.0139
C -0.2608 3.2491 0.0433
Cl -1.9514 3.4725 0.1514
C 0.5559 4.3854 0.0404
Cl -0.1480 5.9434 0.1039
C 1.9507 4.2699 0.0040
Cl 2.9325 5.6604 0.0056
C 2.5451 3.0059 -0.0219
Cl 4.2449 2.8074 -0.0334
F -2.7286 -1.1662 -0.6557
C -2.2181 -0.0343 -0.0986
F -2.7199 -0.0014 1.1615
F -2.7916 0.9633 -0.7747
C 2.4737 -4.5356 -0.0538
N 1.0919 -5.0117 -0.0056
C 0.6902 -6.3291 0.0102
C -0.6648 -6.3360 0.0434
N -1.0788 -5.0245 0.0474
C -2.4674 -4.5589 0.0703
C 0.0045 -4.2422 0.0192
Se -0.0900 -2.3863 0.0065
H 3.1361 -5.3953 -0.0578
H 2.6837 -3.9184 0.8159
H 2.6318 -3.9510 -0.9565
H 1.3936 -7.1424 -0.0024
H -1.3551 -7.1603 0.0643
H -3.1228 -5.4240 0.0807
H -2.6703 -3.9536 -0.8095
H -2.6417 -3.9557 0.9577

---

16
Properties=species:S:1:pos:R:3 method="wB97M-V/def2-TZVPD" total_charge=0 max_force_ha_per_bohr=0.0313 de_lowest_ev=1.511 total_energy_ev=-13941.126
C 0.5536 -2.1142 1.7193
C -0.4779 -1.0517 1.5958
O -1.4672 -0.8445 2.1821
O 0.2914 0.3275 0.9029
C -0.0687 0.0921 -0.3098
O -0.7657 -0.9130 -0.5232
C 0.2627 1.1268 -1.3873
N -0.9869 1.8041 -1.6965
O 1.2348 2.0401 -0.9748
H 1.2387 -2.0981 0.8768
H 1.1076 -1.9350 2.6439
H 0.0465 -3.0781 1.7861
H 0.7098 0.5849 -2.2339
H -0.8607 2.4267 -2.4859
H -1.7229 1.1410 -1.9080
H 0.9050 2.4912 -0.1874

---

69
Properties=species:S:1:pos:R:3 method="wB97M-V/def2-TZVPD" total_charge=+1 max_force_ha_per_bohr=0.2065 total_energy_ev=-151197.758
C 2.0025 1.0170 2.8912
C 1.8957 1.6593 1.3638
C 0.3600 1.9553 0.8745
C 0.4753 3.1567 -0.2834
N -0.3754 0.7891 0.2805
N 0.2878 -0.3759 -0.1693
C -0.6757 -1.4047 -0.7726
P -0.2316 -3.0943 -1.5537
N 1.1654 -3.0639 -2.3872
N -2.0933 -0.8676 -0.6881
C -1.8101 0.4671 -0.0135
N -2.8791 1.2625 0.2696
C -2.9100 2.5966 0.9604
O -2.7572 2.3436 2.4163
O -2.8203 3.4825 3.0545
P -4.5008 0.5908 -0.2125
O -5.5356 0.6197 1.2263
Br -5.5140 1.9960 -1.7370
H 2.8109 0.1461 2.9652
H 2.4124 1.8677 3.6201
H 0.9706 0.6290 3.3024
H 2.4454 2.7163 1.4375
H 2.5275 1.0488 0.5631
H -0.2146 2.3864 1.8281
H -0.4972 3.2306 -0.9349
H 0.6936 4.1628 0.3184
H 1.4304 2.8703 -0.9387
H 1.3037 -0.6109 -0.1435
H -1.3668 -3.5124 -2.3842
H -0.1185 -4.0893 -0.4794
H 1.5500 -2.0944 -2.3531
H -2.1785 3.4085 0.5371
H -4.0050 3.0563 0.8384
H -2.6882 3.2228 4.0278
H -6.4960 0.3959 0.9573
C 3.4941 4.1728 -5.2527
O 3.7478 3.4027 -4.0936
P 3.4023 1.7195 -4.2950
O 3.4771 1.5175 -2.7789
O 4.8887 1.4781 -4.9609
C 6.0368 1.8819 -4.2338
O 3.0568 0.0363 -4.4962
C 2.0083 -0.2062 -5.4107
H 3.7786 5.2096 -5.0561
H 4.0814 3.7978 -6.0948
H 2.4277 4.1324 -5.4972
H 5.8407 2.0200 -3.1687
H 6.4089 2.8206 -4.6547
H 6.8099 1.1166 -4.3497
H 2.2730 0.1873 -6.3954
H 1.0903 0.2692 -5.0557
H 1.8458 -1.2842 -5.4861
C -1.3573 -2.6769 5.5729
O -0.9325 -2.8647 4.2368
P -1.7334 -4.1725 3.4361
O -0.6892 -4.1336 2.3167
O -2.9948 -3.1860 3.0528
C -2.7321 -1.9825 2.3512
O -2.5342 -5.4804 2.6354
C -2.9082 -6.5199 3.5152
H -0.8384 -1.8096 5.9889
H -2.4346 -2.4956 5.6078
H -1.1109 -3.5628 6.1670
H -1.7607 -1.9823 1.8527
H -2.7738 -1.1469 3.0559
H -3.5113 -1.8418 1.5962
H -3.5964 -6.1380 4.2735
H -2.0190 -6.9351 3.9966
H -3.4047 -7.3073 2.9430